75
Properties=species:S:1:pos:R:3 method="wB97M-V/def2-TZVPD" homo_energy_ev=-16.7009 spin_multiplicity=1 total_charge=+3 de_lowest_ev=0.0101 homo_lumo_gap_ev=5.8
Tl 0.7665 0.6439 1.2615
C 0.5181 -0.8837 4.2243
C 0.0227 -1.9592 3.3040
C -0.7562 -3.0109 3.7903
C -1.2390 -3.9552 2.9109
C -0.8989 -3.8576 1.5661
C -0.0942 -2.8075 1.1580
N 0.3319 -1.8622 2.0079
C 0.3663 -2.7189 -0.2604
C 0.4491 -3.9108 -1.0215
C 0.8568 -3.8690 -2.3299
C 1.2149 -2.6364 -2.8655
C 1.1691 -1.5119 -2.0457
N 0.7369 -1.5525 -0.7621
C 1.7375 -0.2585 -2.5260
C 1.9035 -0.0270 -4.0198
C 2.5531 1.3124 -4.4192
C 2.3899 2.3829 -3.3178
C 2.5196 1.8384 -1.9403
C 3.2175 2.6353 -0.9257
N 2.1298 0.6197 -1.6290
H 0.5190 -1.2182 5.2592
H -0.1371 -0.0091 4.1641
H 1.5357 -0.5877 3.9668
H -0.9759 -3.0703 4.8475
H -1.8625 -4.7676 3.2591
H -1.2709 -4.5920 0.8666
H 0.2224 -4.8605 -0.5597
H 0.9307 -4.7718 -2.9205
H 1.5802 -2.5918 -3.8811
H 2.4873 -0.8488 -4.4391
H 3.5550 1.1900 -4.8194
H 3.0993 3.1984 -3.4446
H 4.1762 2.9826 -1.3256
H 3.3674 2.0890 -0.0004
H 2.6328 3.5463 -0.7412
O -0.1729 2.2315 -1.2426
S -1.1084 2.9131 -2.2162
C -0.2210 2.1713 -3.6032
C -0.5795 1.0479 -4.2950
C 0.5534 -0.0505 -4.7369
C 0.3946 1.0524 -5.6252
C 1.4921 2.0499 -5.2862
C 1.0561 2.8226 -4.0147
C -2.6465 2.0729 -2.2505
C -2.7448 0.7235 -1.9157
C -3.9890 0.1240 -1.9603
C -5.1103 0.8686 -2.3287
C -5.0001 2.2154 -2.6433
C -3.7583 2.8345 -2.5978
H -1.5819 0.6460 -4.3044
H 0.0321 -0.9883 -4.8799
H -0.1575 1.0174 -6.5556
H 1.8513 2.6517 -6.1142
H 0.9192 3.9023 -4.0899
H -1.8631 0.1730 -1.6066
H -4.0984 -0.9212 -1.7035
H -6.0807 0.3910 -2.3589
H -5.8777 2.7869 -2.9118
H -3.6605 3.8905 -2.8208
C -0.5309 3.2220 3.1628
C -1.8759 2.5956 2.8907
O -1.7058 1.3457 2.2014
C -2.9659 0.7813 1.8357
C -2.7669 -0.6390 1.3687
H -0.6619 4.1451 3.7262
H -0.0135 3.4741 2.2344
H 0.1010 2.5635 3.7631
H -2.4950 3.2564 2.2754
H -2.4145 2.4064 3.8234
H -3.4192 1.3988 1.0507
H -3.6346 0.8052 2.7012
H -2.0562 -0.6851 0.5372
H -3.7147 -1.0552 1.0262
H -2.3979 -1.2675 2.1786

=====

95
Properties=species:S:1:pos:R:3 method="wB97M-V/def2-TZVPD" homo_energy_ev=-9.9379 spin_multiplicity=1 total_charge=+1 de_lowest_ev=0.0000 homo_lumo_gap_ev=6.8
Pb -0.4388 0.6402 1.5825
C -2.7908 1.9746 -2.3095
C -1.8251 1.8347 -1.1773
N -1.9236 0.9230 -0.2745
N -2.9685 0.0499 -0.3589
C -3.0623 -0.7425 0.6920
O -2.3113 -0.7022 1.7319
C -4.1296 -1.7762 0.6526
C -4.2498 -2.6615 1.7205
C -5.1937 -3.6753 1.6837
C -6.0275 -3.8041 0.5812
C -5.9171 -2.9169 -0.4820
C -4.9714 -1.9062 -0.4482
C -0.7179 2.8147 -1.0436
C -0.6156 3.9152 -1.8860
C 0.4061 4.8278 -1.6765
C 1.2946 4.6248 -0.6350
C 1.1298 3.4953 0.1516
N 0.1583 2.6124 -0.0551
H -3.4591 1.1217 -2.3340
H -2.2554 2.0540 -3.2569
H -3.3849 2.8833 -2.1891
H -3.5886 -2.5517 2.5691
H -5.2837 -4.3625 2.5146
H -6.7690 -4.5920 0.5514
H -6.5702 -3.0156 -1.3393
H -4.8648 -1.2168 -1.2740
H -1.3269 4.0653 -2.6839
H 0.5010 5.6936 -2.3181
H 2.0988 5.3170 -0.4323
H 1.8089 3.2823 0.9693
C 1.8942 -2.2211 -0.4057
N 3.1021 -2.2034 0.3731
C 3.3148 -1.1680 1.3527
P 2.7970 0.5115 0.7163
C 3.6467 0.5597 -0.8922
C 2.9873 1.1616 -1.9627
C 3.5716 1.1974 -3.2217
C 4.8154 0.6174 -3.4203
C 5.4756 0.0054 -2.3619
C 4.8967 -0.0216 -1.1033
C 3.8034 1.5704 1.8107
C 4.8476 2.3742 1.3629
C 5.5350 3.1851 2.2566
C 5.1919 3.1979 3.6000
C 4.1472 2.4035 4.0545
C 3.4500 1.6048 3.1622
C 4.0870 -3.1760 0.1530
C 4.2387 -3.7665 -1.1039
C 5.2063 -4.7385 -1.3089
C 6.0514 -5.1271 -0.2807
C 5.9104 -4.5350 0.9659
C 4.9347 -3.5763 1.1898
P 0.3285 -1.9406 0.5621
C -0.8599 -2.6363 -0.6181
C -1.0153 -1.9824 -1.8407
C -1.8679 -2.4993 -2.8016
C -2.5802 -3.6627 -2.5417
C -2.4416 -4.3050 -1.3204
C -1.5823 -3.7964 -0.3581
C 0.4433 -3.1144 1.9328
C -0.3005 -2.8688 3.0876
C -0.2336 -3.7439 4.1613
C 0.5811 -4.8647 4.0903
C 1.3194 -5.1173 2.9419
C 1.2505 -4.2498 1.8624
H 1.7719 -3.2064 -0.8562
H 1.8910 -1.4960 -1.2323
H 4.3720 -1.1265 1.6097
H 2.7628 -1.3414 2.2903
H 2.0060 1.5975 -1.8076
H 3.0548 1.6699 -4.0467
H 5.2712 0.6374 -4.4014
H 6.4422 -0.4551 -2.5179
H 5.4227 -0.5047 -0.2887
H 5.1294 2.3675 0.3176
H 6.3468 3.8059 1.9006
H 5.7342 3.8273 4.2926
H 3.8714 2.4120 5.1007
H 2.6224 1.0004 3.5210
H 3.6236 -3.4462 -1.9344
H 5.3094 -5.1820 -2.2907
H 6.8092 -5.8798 -0.4474
H 6.5548 -4.8335 1.7826
H 4.8132 -3.1608 2.1816
H -0.4811 -1.0574 -2.0375
H -1.9809 -1.9924 -3.7511
H -3.2520 -4.0639 -3.2890
H -3.0123 -5.1996 -1.1094
H -1.4806 -4.3024 0.5936
H -0.9619 -2.0118 3.1325
H -0.8187 -3.5507 5.0505
H 0.6382 -5.5462 4.9286
H 1.9509 -5.9937 2.8819
H 1.8323 -4.4723 0.9779

=====

43
Properties=species:S:1:pos:R:3 method="wB97M-V/def2-TZVPD" homo_energy_ev=-4.7754 spin_multiplicity=1 total_charge=-1 homo_lumo_gap_ev=7.8
C 0.1244 4.9585 0.5351
C 0.3877 4.0666 -0.4956
C 0.1090 2.5205 -0.4686
C -0.4745 1.8715 0.9038
O -0.2528 0.4992 0.5582
B 1.0405 0.2883 -0.1634
C 2.0469 -0.1392 1.0673
C 3.3275 -0.9938 0.6423
C 4.4849 -0.1206 -0.0500
S 4.8050 -0.6297 -1.8270
C 0.9715 -0.8301 -1.3739
O -0.1922 -0.6830 -2.2443
N -0.3799 -1.8298 -2.9807
O 0.4680 -1.9498 -3.8115
O 1.2113 1.6488 -0.7710
H -0.0797 4.5890 1.5767
H 0.1153 6.0575 0.2835
H 0.8231 4.5016 -1.4500
H -0.8167 2.4244 -1.1373
H 0.0344 2.2437 1.8591
H -1.5594 2.1531 1.1229
H 2.4215 0.7910 1.5882
H 1.4316 -0.8140 1.7520
H 3.7938 -1.3772 1.6162
H 3.0824 -1.9347 0.0539
H 5.4661 -0.3560 0.4802
H 4.3285 0.9898 0.0611
H 3.9215 0.0574 -2.6428
H 1.0106 -1.8523 -0.8588
H 1.9289 -0.7650 -1.9782
C -2.4542 -2.3210 0.1857
C -3.6888 -2.9473 0.8035
C -4.2691 -1.7882 1.5938
O -3.9124 -0.5916 0.8953
C -2.9292 -0.9130 -0.1059
H -2.0950 -2.8411 -0.7033
H -1.6423 -2.2965 0.9198
H -4.3863 -3.2484 0.0147
H -3.4767 -3.8210 1.4229
H -3.8331 -1.7339 2.5979
H -5.3568 -1.8472 1.6893
H -3.4172 -0.8533 -1.0864
H -2.1181 -0.1831 -0.0749